Record 1
C10H34O7 | wB97M-V/def2-TZVPD

Calculated values
SMILES string = CC(C)O.CC(C)O.CCO.CCO.O.O.O
LUMO level = 0.1 eV
relative energy (zero: lowest compared OMol25 entry of this formula, charge and spin) = 1.1616 eV
orbital gap = 9.53 eV

```
51
Properties=species:S:1:pos:R:3:mulliken_charge:R:1
C 2.1980 2.9225 -0.6226 -1.15
C 3.2238 1.9749 0.0725 0.49
C 3.1467 1.9855 1.5950 -1.20
O 2.8290 0.7117 -0.2965 -0.63
H 1.2141 2.9073 -0.1537 0.17
H 2.2080 2.7814 -1.7034 0.27
H 2.4983 3.9647 -0.5138 0.43
H 4.2338 2.1451 -0.3003 0.37
H 3.8449 1.2655 2.0220 0.39
H 2.1382 1.6433 1.8273 0.16
H 3.2351 2.9715 2.0511 0.38
H 3.5694 0.1723 -0.0093 0.27
C 0.7585 -4.3200 0.5653 -1.58
C 0.0230 -3.0085 0.3062 1.14
C -0.0573 -2.1397 1.5465 -0.94
O 0.6794 -2.2116 -0.6752 -0.56
H 0.7077 -4.9384 -0.3308 0.40
H 0.3032 -4.8755 1.3853 0.37
H 1.8267 -4.1888 0.7382 0.34
H -0.9634 -3.1248 -0.1429 -0.26
H -0.6339 -1.2497 1.2943 0.08
H 0.9040 -1.8267 1.9540 0.27
H -0.4820 -2.6450 2.4140 0.45
H 0.1798 -1.4005 -0.7941 0.33
C -2.0861 2.4467 3.1761 -1.45
C -1.1170 1.6727 2.2758 0.19
O -1.8214 1.2076 1.1323 -0.50
H -2.3629 3.3698 2.6668 0.31
H -1.6139 2.7254 4.1182 0.39
H -2.9566 1.8353 3.4135 0.35
H -0.6879 0.8456 2.8414 0.23
H -0.2885 2.3548 2.0850 0.13
H -1.1850 0.9622 0.4569 0.36
C -3.1038 -1.1359 -1.3858 -0.90
C -3.9849 -2.3321 -1.3788 -0.30
O -4.1781 -2.6718 -2.7019 -0.53
H -2.0622 -1.3441 -1.6302 0.15
H -2.9824 -0.5924 -0.4488 0.35
H -3.4689 -0.3164 -2.0048 0.40
H -4.9663 -2.1065 -0.9616 0.30
H -3.5174 -3.1604 -0.8463 0.27
H -4.8256 -3.3798 -2.7339 0.30
O 3.6544 0.9866 -2.9400 -0.68
H 3.3757 0.9538 -2.0249 0.37
H 2.9171 1.3865 -3.4012 0.29
O -0.4112 1.5578 -2.9241 -0.53
H 0.2438 1.7470 -3.5960 0.24
H -1.2491 1.7498 -3.3450 0.26
O 0.0939 0.4442 -0.4404 -0.48
H -0.0157 0.6462 -1.3696 0.32
H 1.0154 0.6312 -0.2613 0.20
```

---

Record 2
C10H34O7 | wB97M-V/def2-TZVPD

Calculated values
SMILES string = CCO.CCO.CCO.CO.CO.CO.CO
LUMO level = 0.3 eV
relative energy (zero: lowest compared OMol25 entry of this formula, charge and spin) = 3.4035 eV
orbital gap = 10.05 eV

```
51
Properties=species:S:1:pos:R:3:mulliken_charge:R:1
C 0.2452 3.8810 1.1469 -0.97
C -0.5671 3.3078 2.2772 0.18
O 0.1907 3.2237 3.4226 -0.55
H 0.3970 4.9509 1.2895 0.41
H -0.2782 3.8492 0.1913 0.29
H 1.2593 3.5188 0.9782 0.16
H -0.9156 2.3026 2.0402 -0.13
H -1.4725 3.8898 2.4494 0.32
H 0.1505 4.0978 3.8175 0.33
C 0.0400 -2.8269 1.6605 -0.64
C 1.2000 -3.3174 0.7907 -0.21
O 2.2460 -3.7875 1.5936 -0.55
H 0.3518 -2.0178 2.3210 0.32
H -0.3632 -3.6661 2.2275 0.39
H -0.7464 -2.3984 1.0392 0.01
H 1.5299 -2.5036 0.1449 0.05
H 0.7813 -4.1001 0.1581 0.29
H 2.5988 -3.0429 2.0864 0.33
C -2.5187 -3.5102 -2.8340 -1.48
C -1.9494 -2.5086 -1.8428 0.65
O -2.9868 -2.1274 -0.9291 -0.66
H -2.7171 -4.4218 -2.2702 0.35
H -1.8173 -3.7884 -3.6206 0.36
H -3.4251 -3.0971 -3.2766 0.34
H -1.7753 -1.6139 -2.4406 0.09
H -1.0839 -2.8242 -1.2603 -0.03
H -2.5759 -1.4975 -0.3325 0.33
C -3.0366 -0.2364 1.8506 -0.81
O -2.2100 0.2802 0.8202 -0.54
H -3.9976 -0.5099 1.4149 0.35
H -2.7021 -1.1055 2.4172 0.29
H -3.2480 0.5597 2.5645 0.33
H -2.5883 1.0682 0.4231 0.22
C 4.0108 2.0503 0.2467 -0.54
O 3.6297 2.6768 -0.9688 -0.51
H 3.2279 2.0441 1.0051 0.14
H 4.1844 0.9924 0.0495 0.30
H 4.7896 2.6516 0.7158 0.27
H 3.9207 2.1763 -1.7346 0.30
C 0.6768 1.4544 -3.2525 -0.34
O 0.3883 0.0574 -3.3977 -0.60
H 0.8870 1.9325 -4.2092 0.33
H -0.1297 1.9051 -2.6741 0.17
H 1.6202 1.6093 -2.7290 0.01
H 0.1600 -0.2566 -2.5197 0.39
C 1.0976 0.2092 -0.1346 -0.90
O 0.0085 -0.4428 -0.6557 0.05
H 1.0688 0.1182 0.9513 0.49
H 1.9879 -0.3585 -0.4050 0.32
H 1.1851 1.2467 -0.4571 0.16
H -0.7289 -0.0945 -0.1492 0.13
```